No. 1
{
  "formula": "C22H36N4O3",
  "method": "wB97M-V/def2-TZVPD",
  "species": ["C", "O", "C", "C", "C", "C", "C", "O", "N", "C", "C", "C", "C", "N", "C", "C", "O", "C", "C", "N", "C", "N", "C", "C", "C", "C", "C", "C", "C", "H", "H", "H", "H", "H", "H", "H", "H", "H", "H", "H", "H", "H", "H", "H", "H", "H", "H", "H", "H", "H", "H", "H", "H", "H", "H", "H", "H", "H", "H", "H", "H", "H", "H", "H", "H"],
  "coordinates": [[-2.197, -2.884, -2.500], [-1.689, -1.579, -2.658], [-1.115, -1.374, -3.938], [-0.573, 0.036, -4.007], [0.548, 0.271, -3.004], [1.089, 1.702, -3.031], [0.015, 2.752, -2.794], [-0.186, 3.669, -3.571], [-0.711, 2.560, -1.662], [-1.730, 3.493, -1.198], [-2.980, 2.728, -0.784], [-2.649, 1.706, 0.295], [-1.853, 2.303, 1.465], [-1.280, 1.218, 2.287], [-1.842, 1.021, 3.611], [-0.400, 0.371, 1.696], [0.076, 0.602, 0.581], [0.013, -0.865, 2.396], [-0.636, -1.758, 3.207], [0.107, -2.882, 3.382], [1.214, -2.674, 2.708], [1.220, -1.474, 2.085], [2.300, -0.978, 1.236], [3.574, -1.757, 1.509], [3.322, -3.262, 1.492], [4.617, -4.054, 1.595], [2.376, -3.606, 2.641], [-0.785, 3.348, 1.111], [-1.220, 4.290, -0.007], [-2.614, -2.957, -1.498], [-2.982, -3.099, -3.236], [-1.405, -3.635, -2.616], [-0.310, -2.107, -4.101], [-1.875, -1.541, -4.715], [-0.217, 0.227, -5.025], [-1.391, 0.735, -3.820], [0.194, 0.023, -2.000], [1.371, -0.419, -3.218], [1.851, 1.814, -2.253], [1.550, 1.936, -3.989], [-0.424, 1.823, -1.037], [-1.942, 4.160, -2.034], [-3.723, 3.446, -0.423], [-3.403, 2.215, -1.650], [-3.566, 1.272, 0.699], [-2.083, 0.889, -0.152], [-2.580, 2.790, 2.121], [-1.142, 0.468, 4.231], [-2.014, 1.996, 4.065], [-2.796, 0.484, 3.580], [-1.617, -1.672, 3.638], [1.994, -1.074, 0.194], [2.435, 0.085, 1.431], [4.312, -1.479, 0.753], [3.982, -1.479, 2.487], [2.824, -3.506, 0.546], [5.149, -3.795, 2.513], [4.422, -5.127, 1.614], [5.277, -3.842, 0.752], [2.929, -3.552, 3.585], [1.995, -4.625, 2.563], [-0.553, 3.914, 2.017], [0.127, 2.838, 0.814], [-0.380, 4.916, -0.313], [-2.021, 4.954, 0.333]],
  "forces_ev_per_a": [[0.055, 0.067, -0.062], [-0.011, -0.057, -0.056], [-0.090, -0.059, 0.080], [0.000, -0.021, -0.034], [0.114, 0.011, 0.064], [-0.048, -0.039, 0.070], [-0.097, -0.128, 0.128], [0.008, 0.148, -0.102], [0.060, 0.174, -0.195], [0.075, -0.075, -0.217], [-0.097, -0.031, -0.085], [-0.021, -0.036, 0.005], [-0.089, -0.045, 0.178], [-0.025, -0.075, -0.193], [0.091, -0.029, -0.029], [0.123, -0.023, 0.262], [-0.024, -0.056, -0.078], [0.111, 0.275, -0.126], [-0.140, -0.077, -0.061], [-0.097, -0.080, 0.200], [0.292, -0.032, -0.096], [-0.238, -0.063, 0.053], [0.013, 0.087, -0.054], [-0.020, -0.045, 0.010], [-0.002, 0.045, -0.004], [-0.017, -0.016, -0.020], [0.019, -0.032, 0.000], [0.013, 0.048, 0.109], [-0.011, 0.099, 0.138], [0.007, -0.001, -0.021], [0.008, 0.016, 0.031], [-0.015, 0.019, 0.020], [-0.001, 0.015, 0.005], [0.014, 0.016, 0.012], [-0.005, -0.001, 0.032], [-0.028, 0.012, -0.013], [-0.001, -0.021, -0.038], [0.000, 0.007, 0.011], [0.009, 0.016, -0.038], [-0.009, 0.004, -0.029], [0.054, -0.103, 0.115], [-0.002, -0.048, 0.020], [-0.010, -0.009, -0.022], [-0.047, 0.024, 0.021], [0.007, -0.044, -0.027], [-0.057, 0.001, -0.017], [0.012, 0.067, -0.056], [-0.055, 0.045, 0.039], [0.017, 0.014, 0.027], [0.023, 0.009, -0.002], [-0.051, 0.001, 0.011], [0.017, -0.002, 0.010], [-0.008, -0.019, -0.011], [0.019, -0.006, 0.024], [0.028, 0.022, -0.013], [0.009, -0.034, -0.002], [0.005, -0.001, 0.001], [0.014, 0.005, -0.007], [0.001, -0.011, 0.001], [-0.013, 0.009, 0.014], [0.011, -0.010, -0.011], [0.031, 0.005, -0.001], [0.020, 0.029, 0.002], [0.002, 0.026, 0.034], [0.046, 0.013, -0.005]],
  "nbo_charge": [-0.243, -0.546, -0.052, -0.421, -0.398, -0.491, 0.690, -0.641, -0.671, -0.045, -0.404, -0.418, -0.032, -0.419, -0.405, 0.669, -0.691, -0.043, -0.031, -0.475, 0.378, -0.311, -0.199, -0.407, -0.212, -0.598, -0.443, -0.414, -0.407, 0.194, 0.163, 0.162, 0.155, 0.166, 0.207, 0.214, 0.226, 0.198, 0.221, 0.225, 0.432, 0.240, 0.199, 0.220, 0.209, 0.226, 0.199, 0.226, 0.206, 0.192, 0.205, 0.216, 0.220, 0.220, 0.201, 0.199, 0.204, 0.213, 0.211, 0.220, 0.239, 0.207, 0.229, 0.220, 0.198],
  "energy_ha": -1304.71644,
  "max_force_ev_per_a": 0.3,
  "multiplicity": 1,
  "e_lumo_ev": 0.62,
  "total_charge": 0
}

***

No. 2
{
  "formula": "C25H36AlIN3OS",
  "method": "wB97M-V/def2-TZVPD",
  "species": ["Al", "I", "C", "C", "C", "C", "C", "C", "C", "C", "C", "C", "H", "H", "H", "H", "H", "H", "C", "C", "C", "C", "C", "C", "H", "H", "H", "H", "H", "H", "H", "H", "H", "C", "N", "C", "C", "N", "N", "C", "C", "H", "H", "H", "H", "H", "H", "H", "H", "H", "H", "H", "H", "H", "O", "S", "C", "C", "C", "C", "H", "H", "H", "H", "H", "H", "H", "H"],
  "coordinates": [[-0.018, -0.022, 0.098], [2.409, -1.396, 0.919], [3.183, 0.523, 1.340], [4.451, 0.575, 1.842], [5.035, 1.821, 2.127], [4.332, 2.966, 1.893], [3.015, 2.920, 1.381], [2.299, 4.118, 1.161], [1.014, 4.081, 0.715], [0.399, 2.841, 0.462], [1.037, 1.625, 0.612], [2.387, 1.670, 1.092], [5.012, -0.333, 2.017], [6.039, 1.856, 2.529], [4.773, 3.933, 2.101], [2.788, 5.063, 1.368], [0.459, 4.999, 0.564], [-0.642, 2.859, 0.162], [2.666, -1.406, -4.195], [1.131, -1.385, -4.164], [0.579, -2.773, -4.523], [0.616, -0.342, -5.166], [0.694, -1.042, -2.802], [0.325, -0.777, -1.675], [3.015, -1.680, -5.192], [3.052, -2.132, -3.479], [3.068, -0.425, -3.942], [0.866, -3.038, -5.543], [-0.510, -2.786, -4.454], [0.975, -3.527, -3.843], [1.024, -0.548, -6.156], [0.920, 0.664, -4.870], [-0.472, -0.373, -5.245], [-3.162, -2.921, 1.255], [-2.637, -2.301, 2.460], [-2.855, -3.054, 3.688], [-1.676, -1.344, 2.364], [-0.914, -1.254, 1.292], [-1.511, -0.507, 3.405], [-0.383, 0.413, 3.433], [-2.618, -0.141, 4.282], [-4.188, -3.233, 1.448], [-2.590, -3.804, 0.950], [-3.172, -2.197, 0.442], [-2.618, -4.106, 3.513], [-3.895, -2.990, 4.016], [-2.207, -2.687, 4.478], [-1.000, -2.080, 0.708], [0.525, -0.089, 3.107], [-0.240, 0.756, 4.456], [-0.557, 1.279, 2.789], [-3.549, -0.578, 3.934], [-2.730, 0.945, 4.277], [-2.433, -0.461, 5.308], [-1.699, 0.743, -0.320], [-1.651, 1.351, -1.742], [-3.010, 2.567, -1.726], [-3.680, 2.377, -3.076], [-3.921, 0.873, -3.187], [-2.608, 0.197, -2.789], [-2.612, 3.567, -1.561], [-3.652, 2.279, -0.893], [-3.003, 2.707, -3.869], [-4.599, 2.956, -3.159], [-4.223, 0.587, -4.194], [-4.721, 0.579, -2.506], [-1.973, -0.022, -3.642], [-2.724, -0.710, -2.201]],
  "forces_ev_per_a": [[0.089, 0.372, 0.238], [0.505, 0.117, 0.200], [0.066, -0.279, 0.025], [-0.081, -0.151, -0.054], [0.035, 0.158, 0.025], [0.066, -0.045, 0.009], [-0.047, -0.193, -0.026], [-0.097, 0.112, -0.018], [0.092, 0.141, 0.048], [-0.035, -0.334, 0.015], [-0.220, -0.211, 0.045], [-0.046, 0.083, -0.041], [-0.012, 0.008, -0.001], [0.002, 0.018, -0.015], [-0.007, -0.001, 0.001], [0.009, -0.010, 0.008], [0.010, 0.001, 0.001], [-0.014, 0.068, -0.004], [-0.015, -0.009, 0.021], [0.090, -0.062, -0.070], [0.031, 0.039, 0.023], [0.012, 0.002, 0.073], [-0.227, -0.005, 0.047], [-0.062, 0.019, 0.284], [-0.008, -0.002, 0.000], [0.021, 0.008, -0.004], [0.015, -0.010, -0.002], [0.009, 0.006, 0.006], [-0.001, -0.010, -0.021], [-0.013, -0.019, -0.015], [0.007, -0.010, 0.003], [-0.005, -0.006, -0.017], [-0.025, 0.008, 0.007], [0.009, -0.004, 0.023], [-0.063, 0.020, -0.057], [0.001, -0.027, 0.042], [0.160, 0.019, 0.096], [0.135, -0.052, -0.474], [-0.113, 0.064, -0.060], [0.076, -0.049, -0.075], [-0.039, 0.036, 0.024], [0.012, -0.018, -0.008], [0.016, 0.011, 0.012], [-0.023, -0.016, -0.007], [0.015, 0.011, 0.005], [0.014, 0.026, 0.001], [-0.016, -0.018, -0.015], [-0.067, -0.148, 0.192], [0.000, -0.020, -0.011], [-0.005, -0.016, 0.019], [0.010, 0.025, 0.069], [0.008, -0.018, -0.015], [0.016, -0.006, -0.016], [0.001, 0.002, -0.006], [0.173, 0.108, -0.048], [-0.890, 0.308, -0.441], [0.226, -0.012, -0.025], [-0.002, -0.099, -0.016], [-0.005, 0.088, 0.033], [-0.008, 0.076, -0.087], [0.085, -0.051, 0.029], [-0.018, -0.005, 0.005], [-0.073, 0.045, -0.031], [0.026, 0.032, 0.040], [0.031, -0.058, 0.013], [0.007, 0.006, 0.003], [0.071, -0.035, -0.015], [0.089, -0.027, 0.009]],
  "nbo_charge": [1.634, 0.277, -0.121, -0.245, -0.203, -0.159, -0.088, -0.159, -0.220, -0.209, -0.557, -0.015, 0.231, 0.228, 0.220, 0.219, 0.218, 0.186, -0.586, -0.193, -0.583, -0.584, 0.158, -0.748, 0.214, 0.216, 0.217, 0.216, 0.206, 0.217, 0.221, 0.216, 0.195, -0.419, -0.429, -0.411, 0.694, -0.982, -0.402, -0.414, -0.411, 0.223, 0.197, 0.218, 0.210, 0.208, 0.224, 0.400, 0.229, 0.222, 0.214, 0.221, 0.214, 0.210, -1.035, 1.265, -0.572, -0.416, -0.415, -0.574, 0.251, 0.242, 0.216, 0.245, 0.238, 0.215, 0.250, 0.257],
  "energy_ha": -2151.90508,
  "max_force_ev_per_a": 1.0,
  "multiplicity": 1,
  "e_lumo_ev": -2.00,
  "total_charge": 1
}